This record from the OMol25 dataset describes C3H5NS in the gas phase at a distorted geometry. The level of theory is wB97M-V/def2-TZVPD.

```
10
Properties=species:S:1:pos:R:3:forces:R:3:mulliken_charge:R:1
C 0.01793 -0.99928 -0.51237 0.0 1.5 -2.1 -0.140
C -0.00986 -2.18133 0.00244 0.5 0.3 1.0 -0.414
C -0.51740 1.32897 0.07968 1.7 -0.8 2.3 -0.740
N 0.54620 0.29681 -0.06567 -1.4 -1.1 -0.8 0.038
S 2.00687 0.54408 0.52547 1.4 -0.1 0.5 -0.182
H -0.36938 -0.88940 -1.54216 -0.1 0.0 0.4 0.276
H 0.37156 -2.58140 0.91741 0.0 -0.5 0.3 0.303
H -1.03083 1.50644 -0.87063 0.0 0.2 0.4 0.279
H -1.08703 0.79390 0.88837 -0.6 1.3 -0.9 0.325
H 0.07194 2.18122 0.57745 -1.5 -0.8 -1.2 0.254
```
Positions in Å, forces in eV/Å.

Properties
Gap between HOMO and LUMO (alpha / beta)   0.2933 / 0.2532 Ha
Electronic energy   -15512.44457 eV
2S+1   1

This record from the OMol25 dataset describes C3H5NS in the gas phase at a distorted geometry. The level of theory is wB97M-V/def2-TZVPD.

```
10
Properties=species:S:1:pos:R:3:forces:R:3:mulliken_charge:R:1
C -0.85641 0.50746 -0.71856 0.9 2.5 -0.2 -0.418
C 0.58637 0.12205 -0.39902 1.9 -0.2 1.7 -0.521
C 0.60063 -0.54766 1.10748 -1.2 -4.1 0.4 -0.077
H -1.04142 0.26394 -2.01333 -0.2 0.9 4.4 0.287
H -0.76547 1.77632 -0.35787 -1.3 -3.7 -1.7 0.240
H 1.06838 -0.60152 -1.12292 -0.7 0.4 1.0 0.265
H 1.27675 1.05369 -0.42655 -1.1 -1.6 0.2 0.260
H 1.52717 -1.18500 1.51145 -1.8 2.0 -0.9 0.276
N -0.57033 -1.02872 1.64724 4.5 3.3 -3.0 -0.301
S -1.82567 -0.36057 0.77209 -1.0 0.4 -1.9 -0.011
```
Positions in Å, forces in eV/Å.

Properties
Gap between HOMO and LUMO   0.3254 Ha
Electronic energy   -15513.69085 eV
SMILES   C1=NSCC1
2S+1   1

This record from the OMol25 dataset describes C3H5NS in the gas phase at a distorted geometry. The level of theory is wB97M-V/def2-TZVPD.

```
10
Properties=species:S:1:pos:R:3:forces:R:3:mulliken_charge:R:1
C -1.42910 0.00295 0.20390 -0.1 -0.1 -0.6 -0.100
C 0.84463 -0.73712 -0.14377 0.6 -0.4 -0.8 -0.267
C 0.83705 0.73239 -0.16058 0.0 0.5 1.0 -0.278
H -1.18092 0.00401 1.26229 0.1 0.0 0.3 0.284
H 0.70918 -1.23911 0.80440 0.1 0.0 0.1 0.239
H 1.41279 -1.31142 -0.91048 -0.6 0.5 0.7 0.211
H 0.73479 1.25829 0.81836 0.0 -0.5 -0.8 0.215
H 1.35367 1.30057 -0.91674 0.2 0.0 -0.1 0.227
N -0.32157 -0.00557 -0.67927 -0.4 -0.1 0.1 -0.287
S -2.96051 -0.00498 -0.27812 0.2 0.0 0.1 -0.243
```
Positions in Å, forces in eV/Å.

Properties
Gap between HOMO and LUMO   0.3252 Ha
Electronic energy   -15515.25948 eV
SMILES   S=CN1CC1
2S+1   1

This record from the OMol25 dataset describes 2 unconnected molecules or ions with the total composition C3H5NS2 at a distorted geometry. The level of theory is wB97M-V/def2-TZVPD.

```
11
Properties=species:S:1:pos:R:3:forces:R:3:mulliken_charge:R:1
C -2.72370 0.86339 0.06690 3.3 2.0 0.2 -0.919
C -1.40638 0.58285 0.12608 -2.5 0.5 -0.2 0.157
C 1.92410 -0.26139 0.03313 -3.0 0.4 0.0 0.331
N 2.53233 -1.39586 0.02873 1.4 2.6 0.7 -0.296
S 1.99576 1.28515 -0.01793 0.3 0.2 0.1 -0.229
S -0.82478 -0.97221 0.04680 2.5 -1.6 0.0 -0.332
H -2.95031 1.90673 0.06486 -0.7 0.4 0.1 0.240
H -3.40583 0.13296 -0.06359 -2.4 -2.1 -0.3 0.348
H -0.79108 1.43603 0.16831 1.4 0.8 0.2 0.204
H 3.45975 -1.33860 -0.26430 2.2 0.2 -0.2 0.265
H 2.19014 -2.23903 -0.18899 -2.6 -3.5 -0.6 0.230
```
Positions in Å, forces in eV/Å.

Properties
Gap between HOMO and LUMO (alpha / beta)   0.2417 / 0.2231 Ha
Electronic energy   -26349.02259 eV
2S+1   1

This record from the OMol25 dataset describes a molecular structure, C3H5NS2 at a distorted geometry. The level of theory is wB97M-V/def2-TZVPD.

```
11
Properties=species:S:1:pos:R:3:forces:R:3:mulliken_charge:R:1
C 0.63110 -1.41105 0.10121 -5.0 -6.2 -1.6 -0.837
C -0.67291 -0.58320 0.01926 -2.2 -0.9 2.3 0.026
C -0.74814 0.90458 0.65031 -3.6 -0.4 0.9 -0.035
H 0.38106 -2.14555 -0.95330 1.4 2.1 3.0 0.253
H 1.57647 -1.01135 0.05822 1.9 1.2 0.1 0.417
H 0.51714 -2.44683 0.97820 0.4 3.7 -2.5 0.278
H -1.59630 1.37085 1.33234 0.9 -2.9 -0.6 0.328
H 1.45166 2.98530 -1.28888 -0.7 -0.4 0.7 0.167
N -0.27634 2.01427 0.31845 3.2 0.7 -2.3 -0.275
S -2.18240 -1.43869 -0.24547 3.5 2.5 0.4 -0.138
S 0.91867 1.76166 -0.97033 0.3 0.3 -0.4 -0.183
```
Positions in Å, forces in eV/Å.

Properties
Gap between HOMO and LUMO   0.2800 Ha
Electronic energy   -26347.75872 eV
2S+1   1

This record from the OMol25 dataset describes C3H5NS2 in the gas phase at a distorted geometry. The level of theory is wB97M-V/def2-TZVPD.

```
11
Properties=species:S:1:pos:R:3:forces:R:3:mulliken_charge:R:1
C 0.71833 0.70473 -0.10663 -2.3 0.7 1.9 -0.669
C -0.18794 0.07204 0.71656 2.2 1.1 -1.0 -0.142
C 0.49719 -1.93439 -0.68124 -1.3 0.3 0.6 -0.050
N -0.12548 -1.22618 -1.48167 -0.5 -0.4 -1.2 -0.317
S 0.33100 -1.52329 1.14651 0.6 -0.7 -0.8 -0.182
S -0.62054 -0.93880 -3.06241 0.1 -0.1 1.2 -0.123
H 0.44464 1.57748 -0.67375 -0.3 0.4 0.0 0.269
H 1.75612 0.43079 -0.27802 -0.3 -0.5 0.4 0.301
H -1.25585 0.20107 0.88139 0.4 0.9 -0.4 0.350
H -1.57711 0.02103 -2.74993 0.8 -0.7 -0.1 0.143
H 1.07362 -2.81348 -0.74832 0.6 -1.2 -0.8 0.420
```
Positions in Å, forces in eV/Å.

Properties
Gap between HOMO and LUMO   0.3266 Ha
Electronic energy   -26349.22436 eV
SMILES   C=CS/C=N/S
2S+1   1

This record from the OMol25 dataset describes a molecular structure, C3H5NS2 at a distorted geometry. The level of theory is wB97M-V/def2-TZVPD.

```
11
Properties=species:S:1:pos:R:3:forces:R:3:mulliken_charge:R:1
C 0.96429 0.28782 -0.39392 -1.4 -1.1 3.0 -0.121
C -0.21343 -0.43021 -0.11785 5.3 -1.6 -0.4 -0.440
C -1.36645 0.29186 -0.08497 -2.6 1.8 -0.5 0.453
H 3.02072 0.48674 0.66974 -3.6 -0.9 -4.0 0.360
H 2.61328 -1.11363 0.47605 -2.8 3.1 -3.3 0.316
H 0.89933 1.36430 -0.51995 -0.4 -0.1 -0.4 0.349
H -0.27759 -1.56417 0.16732 0.7 2.4 -0.7 0.213
H -3.69856 -0.24308 0.28439 1.0 -0.3 -0.5 0.141
N 2.24395 -0.09654 -0.20116 6.7 -2.7 6.0 -0.678
S -2.56912 -0.90791 -0.18003 -3.0 -0.4 0.7 -0.247
S -1.61642 1.92482 -0.09961 0.0 -0.2 0.2 -0.346
```
Positions in Å, forces in eV/Å.

Properties
Gap between HOMO and LUMO   0.2690 Ha
Electronic energy   -26348.58192 eV
2S+1   1

This record from the OMol25 dataset describes C3H5NS3 in the gas phase at a distorted geometry. The level of theory is wB97M-V/def2-TZVPD.

```
12
Properties=species:S:1:pos:R:3:forces:R:3:mulliken_charge:R:1
C 2.02457 -0.26555 0.25254 -1.5 0.1 -1.1 -0.797
C 0.52872 -0.30552 0.60599 0.6 -1.3 1.8 0.256
C -2.88832 1.20683 -0.46572 1.7 0.2 0.6 -0.214
H 1.93162 -2.50735 -0.51485 0.1 0.2 0.0 0.146
H 2.59768 -0.51517 1.10727 0.4 0.0 0.8 0.389
H 2.27471 0.69972 -0.16416 0.3 0.4 0.1 0.331
H -2.68757 1.68348 -1.45107 -0.2 -0.6 0.4 0.218
H -3.90828 1.13880 -0.10613 0.0 0.2 0.0 0.270
N -1.95657 0.81005 0.33728 -1.0 -0.6 -1.0 -0.260
S 2.41443 -1.39257 -1.09967 0.0 -0.5 -0.2 -0.171
S 0.04799 -1.35361 1.78651 -0.1 0.7 -0.7 -0.182
S -0.37897 0.80089 -0.28798 -0.3 1.2 -0.8 0.015
```
Positions in Å, forces in eV/Å.

Properties
Gap between HOMO and LUMO   0.3005 Ha
Electronic energy   -37186.15210 eV
SMILES   C=NSC(=S)CS
2S+1   1